{"formula": "C24H22KN7O4S", "method": "ωB97M-V with the def2-TZVPD basis set", "lumo_energy_ev": 0.3, "relative_energy_kj_mol": 49.10, "e_tot_ev": -71027.6721, "charge": 0, "orbital_gap_ha": 0.2912, "e_homo_ev": -7.666, "symbols": ["K", "N", "C", "C", "C", "C", "C", "C", "S", "O", "O", "N", "C", "N", "C", "C", "C", "N", "H", "H", "H", "H", "H", "H", "H", "H", "H", "O", "C", "C", "C", "C", "C", "C", "N", "C", "O", "N", "C", "C", "C", "C", "N", "C", "C", "C", "H", "H", "H", "H", "H", "H", "H", "H", "H", "H", "H", "H", "H"], "xyz": [[0.2372, 1.2069, -0.4672], [-6.1099, 1.4050, 5.3422], [-5.0238, 1.2676, 4.4902], [-4.4379, 0.0142, 4.2843], [-3.3875, -0.1336, 3.3991], [-2.9045, 0.9777, 2.7189], [-3.4682, 2.2317, 2.9202], [-4.5242, 2.3753, 3.7991], [-1.5898, 0.8213, 1.5716], [-0.8176, -0.3734, 1.8725], [-0.8023, 2.0498, 1.6508], [-2.1116, 0.8127, 0.0645], [-2.7972, -0.2624, -0.4279], [-3.3034, -1.2107, 0.3943], [-3.9599, -2.2148, -0.1697], [-4.1402, -2.3327, -1.5370], [-3.5783, -1.3184, -2.2964], [-2.9145, -0.2964, -1.7761], [-6.2548, 0.6745, 6.0156], [-6.3060, 2.3281, 5.6853], [-4.8216, -0.8471, 4.8217], [-2.9288, -1.0968, 3.2205], [-3.0657, 3.0870, 2.3911], [-4.9712, 3.3508, 3.9595], [-4.3607, -2.9624, 0.5104], [-4.6814, -3.1560, -1.9815], [-3.6631, -1.3256, -3.3797], [-1.6553, 3.3111, -1.2219], [-0.6248, 3.7506, -1.1383], [3.6363, -0.8254, 2.5359], [3.3712, -1.2124, 1.1015], [4.3678, -1.1618, 0.1355], [4.1306, -1.5357, -1.1820], [2.8649, -1.9564, -1.5650], [2.5518, -2.3278, -2.9002], [3.2170, -2.0165, -4.0603], [3.2307, -2.7521, -5.0249], [3.9097, -0.8067, -4.0770], [3.5514, 0.4305, -3.5175], [4.4553, 1.4853, -3.5662], [4.1186, 2.7002, -2.9987], [2.8825, 2.8391, -2.3892], [1.9932, 1.8472, -2.3641], [2.3163, 0.6803, -2.9230], [1.8524, -2.0124, -0.6106], [2.1072, -1.6520, 0.7033], [4.6414, -0.4212, 2.6567], [3.5404, -1.6934, 3.1921], [2.9147, -0.0798, 2.8756], [5.3625, -0.8307, 0.4139], [4.9350, -1.5009, -1.9035], [1.9398, -3.1196, -3.0133], [4.5593, -0.7724, -4.8455], [5.4216, 1.3437, -4.0391], [4.8119, 3.5310, -3.0242], [2.5839, 3.7710, -1.9223], [1.5429, -0.0775, -2.9289], [0.8550, -2.3291, -0.9032], [1.3017, -1.6785, 1.4282]], "nbo_charge": [0.906, -0.796, 0.189, -0.274, -0.157, -0.321, -0.155, -0.285, 2.289, -1.000, -1.029, -0.992, 0.544, -0.519, 0.097, -0.378, 0.087, -0.501, 0.381, 0.381, 0.206, 0.247, 0.235, 0.208, 0.187, 0.220, 0.187, -0.445, 0.474, -0.630, -0.031, -0.186, -0.272, 0.212, -0.662, 0.792, -0.609, -0.641, 0.134, -0.199, -0.228, 0.010, -0.462, -0.008, -0.273, -0.200, 0.212, 0.224, 0.231, 0.211, 0.225, 0.418, 0.415, 0.220, 0.227, 0.206, 0.204, 0.223, 0.250]}


{"formula": "C20H21N3O7", "method": "ωB97M-V with the def2-TZVPD basis set", "lumo_energy_ev": -0.4, "relative_energy_kj_mol": 0.00, "e_tot_ev": -39880.7446, "charge": 0, "orbital_gap_ha": 0.2762, "smiles": "COc1ccc([N+](=O)[O-])cc1C(=O)Nc1ccc(OCC(=O)N2CCOCC2)cc1", "e_homo_ev": -7.884, "symbols": ["C", "H", "H", "H", "O", "C", "C", "C", "C", "C", "C", "C", "O", "N", "C", "C", "C", "C", "C", "C", "H", "H", "O", "C", "C", "O", "N", "C", "H", "C", "O", "C", "H", "C", "H", "H", "H", "H", "H", "H", "H", "H", "H", "H", "H", "H", "N", "O", "O", "H", "H"], "xyz": [[4.0607, 3.2053, 1.8361], [4.8068, 3.7595, 1.2595], [3.2208, 3.8597, 2.0634], [4.5032, 2.8485, 2.7693], [3.5121, 2.1419, 1.0852], [4.2954, 1.0994, 0.7211], [5.6738, 1.0721, 0.9481], [6.4362, -0.0069, 0.5566], [5.8225, -1.0894, -0.0610], [4.4521, -1.0877, -0.2762], [3.6742, -0.0026, 0.0947], [2.1970, -0.1538, -0.1582], [1.7055, -1.2629, -0.2214], [1.5244, 1.0074, -0.3439], [0.1593, 1.1950, -0.5924], [-0.2899, 2.5020, -0.7822], [-1.6199, 2.7577, -1.0263], [-2.5428, 1.7132, -1.0843], [-2.0949, 0.4112, -0.8980], [-0.7578, 0.1539, -0.6543], [-0.4235, -0.8591, -0.5078], [-2.7770, -0.4240, -0.9242], [-3.8284, 2.0772, -1.3683], [-4.8382, 1.1120, -1.2612], [-5.0079, 0.6422, 0.1927], [-4.3364, 1.1088, 1.0879], [-5.9600, -0.2929, 0.4138], [-6.7729, -0.9859, -0.5600], [-6.6291, -0.5873, -1.5610], [-6.4213, -2.4819, -0.5241], [-6.6022, -3.0126, 0.7648], [-5.7995, -2.3410, 1.7126], [-6.0129, -2.8059, 2.6756], [-6.1225, -0.8451, 1.7478], [-5.4462, -0.3158, 2.4191], [-7.1587, -0.6975, 2.0697], [-4.7354, -2.4791, 1.4689], [-7.0796, -3.0483, -1.1847], [-5.3767, -2.6184, -0.8459], [-7.8260, -0.8653, -0.2780], [-4.6392, 0.2600, -1.9264], [-5.7513, 1.6188, -1.5883], [-1.9751, 3.7652, -1.1709], [0.4128, 3.3223, -0.7329], [2.0495, 1.8651, -0.2500], [3.9716, -1.9425, -0.7299], [6.6154, -2.2153, -0.4731], [6.0599, -3.1121, -1.0688], [7.7989, -2.1953, -0.2013], [7.5022, -0.0250, 0.7232], [6.1610, 1.9032, 1.4312]], "nbo_charge": [-0.256, 0.183, 0.209, 0.188, -0.520, 0.431, -0.334, -0.130, -0.028, -0.104, -0.221, 0.671, -0.609, -0.587, 0.102, -0.213, -0.242, 0.308, -0.295, -0.167, 0.247, 0.209, -0.480, -0.164, 0.657, -0.609, -0.441, -0.244, 0.214, -0.075, -0.519, -0.078, 0.201, -0.259, 0.255, 0.195, 0.169, 0.199, 0.163, 0.202, 0.188, 0.219, 0.225, 0.203, 0.414, 0.273, 0.532, -0.370, -0.386, 0.250, 0.228]}


{"formula": "C32H49O2PmSe2", "method": "ωB97M-V with the def2-TZVPD basis set", "lumo_energy_ev": [4.1, 4.1], "e_tot_ev": -185324.8178, "charge": -2, "multiplicity": 5, "orbital_gap_ha": [0.1551, 0.1560], "e_homo_ev": [-0.108, -0.134], "symbols": ["Pm", "C", "C", "C", "C", "C", "C", "C", "Se", "C", "C", "C", "C", "C", "C", "O", "C", "C", "C", "C", "C", "C", "C", "C", "C", "O", "C", "C", "C", "C", "C", "C", "H", "H", "H", "H", "H", "H", "H", "H", "H", "H", "H", "H", "H", "H", "H", "H", "H", "H", "H", "H", "H", "H", "H", "H", "H", "H", "H", "H", "H", "H", "H", "H", "H", "H", "H", "H", "H", "H", "H", "H", "C", "C", "C", "C", "H", "H", "H", "H", "H", "H", "H", "H", "H", "Se"], "xyz": [[-0.0104, -2.6257, -1.4014], [-2.9662, 2.6606, 1.6927], [-3.1969, 2.9094, 0.1847], [-4.6668, 3.2419, -0.0196], [-2.3073, 4.0572, -0.2785], [-2.8738, 1.6140, -0.5675], [-1.7872, 1.4786, -1.4270], [-1.5126, 0.2718, -2.0846], [-0.0123, 0.0958, -3.2699], [1.4808, 0.2512, -2.0230], [1.7084, 1.4489, -1.3372], [2.7599, 1.5870, -0.4401], [3.5366, 0.4200, -0.2134], [3.3991, -0.7861, -0.8618], [2.2954, -0.8793, -1.7300], [1.9671, -2.0606, -2.2744], [4.3110, -1.9815, -0.6532], [5.4346, -1.6160, 0.3405], [3.6226, -3.2610, -0.1404], [4.9702, -2.3273, -2.0069], [3.0809, 2.8618, 0.3233], [2.1815, 4.0104, -0.1440], [2.8716, 2.6056, 1.8237], [4.5604, 3.1958, 0.1371], [-2.3321, -0.8645, -1.8527], [-1.9567, -2.0614, -2.2822], [-3.4781, -0.7557, -1.0093], [-3.6391, 0.4516, -0.3629], [-4.3945, -1.9590, -0.8349], [-4.9635, -2.3894, -2.1956], [-3.7260, -3.1781, -0.1570], [-5.5809, -1.5487, 0.0540], [-3.0900, 3.5789, 2.2737], [-3.6484, 1.9146, 2.0725], [-1.9553, 2.3101, 1.8642], [-4.9318, 4.1739, 0.4838], [-4.9011, 3.3737, -1.0869], [-5.3295, 2.4529, 0.3364], [-2.5779, 4.9727, 0.2521], [-1.2608, 3.8634, -0.0980], [-2.4827, 4.2676, -1.3399], [-1.1282, 2.3279, -1.6202], [1.0412, 2.2774, -1.5543], [4.3127, 0.5113, 0.5281], [5.0636, -1.3853, 1.3284], [6.0984, -2.4734, 0.4225], [6.0138, -0.7636, -0.0025], [3.1761, -3.1410, 0.8532], [2.8237, -3.5842, -0.8113], [4.3286, -4.0957, -0.0661], [5.5943, -1.4869, -2.3321], [5.6175, -3.1987, -1.8732], [4.2125, -2.5953, -2.7447], [1.1278, 3.7976, -0.0168], [2.4089, 4.9106, 0.4516], [2.3494, 4.2725, -1.1906], [1.8534, 2.2620, 2.0210], [3.5681, 1.8550, 2.2047], [3.0553, 3.5234, 2.3945], [4.8192, 3.3025, -0.9087], [4.7956, 4.1310, 0.6514], [5.1958, 2.4281, 0.5523], [-4.4634, 0.5320, 0.3465], [-4.1767, -2.6973, -2.8780], [-5.6494, -3.2266, -2.0821], [-5.4961, -1.5633, -2.6662], [-2.9068, -3.5900, -0.7408], [-3.3325, -2.9304, 0.8289], [-4.5017, -3.9396, -0.0201], [-6.1709, -0.7232, -0.3630], [-6.2632, -2.3790, 0.1678], [-5.2878, -1.2714, 1.0728], [0.4950, -3.0661, 2.3603], [0.6494, -1.6059, 1.9549], [0.2948, -0.6840, 3.1271], [-0.2526, -1.3258, 0.7711], [1.2714, -3.3846, 3.0645], [0.5058, -3.7187, 1.4861], [-0.4724, -3.2414, 2.8536], [1.7067, -1.4656, 1.6842], [-0.6855, -0.9542, 3.5339], [0.2731, 0.3640, 2.8130], [1.0375, -0.7738, 3.9314], [-0.2374, -0.2466, 0.5085], [-1.2942, -1.4517, 1.1528], [0.0310, -5.3074, -0.9406]], "mulliken_spin": [4.048, 0.000, 0.000, 0.000, 0.001, 0.001, 0.000, 0.003, 0.000, -0.004, -0.002, 0.004, -0.001, 0.001, 0.004, -0.003, -0.006, 0.000, 0.008, 0.000, 0.001, 0.001, 0.000, 0.000, -0.004, -0.001, -0.004, 0.000, -0.003, 0.000, 0.003, 0.000, 0.000, 0.000, 0.000, 0.000, 0.000, 0.000, 0.000, 0.000, 0.000, 0.000, 0.000, 0.000, 0.000, 0.000, 0.000, -0.002, 0.002, 0.000, 0.000, 0.000, 0.000, 0.000, 0.000, 0.000, 0.000, 0.000, 0.000, 0.000, 0.000, 0.000, 0.000, 0.000, 0.000, 0.000, 0.002, -0.001, 0.000, 0.000, 0.000, 0.000, 0.003, -0.006, -0.001, 0.001, 0.000, -0.002, 0.001, -0.001, 0.000, 0.001, 0.000, 0.001, 0.001, -0.044]}


{"formula": "H2NO3S", "method": "ωB97M-V with the def2-TZVPD basis set", "lumo_energy_ev": [3.8, 2.4], "relative_energy_kj_mol": 327.86, "e_tot_ev": -18498.8692, "charge": -1, "orbital_gap_ha": [0.3181, 0.2075], "e_homo_ev": [-4.896, -3.273], "symbols": ["N", "O", "O", "O", "S", "H", "H"], "xyz": [[-0.0512, 0.2667, -1.0258], [0.5450, -3.1703, 0.9782], [1.8270, -2.3265, 2.8860], [-0.5283, -1.6767, 2.6664], [0.7102, -2.0971, 1.9708], [0.7832, -0.1880, -1.4130], [0.2149, 1.1930, -0.8048]], "nbo_charge": [-0.594, -0.991, -0.999, -0.989, 2.007, 0.290, 0.276]}